Below is 2 unconnected molecules or ions with the total composition C4H15N2O in a non-equilibrium geometry, with properties calculated with ωB97M-V with the def2-TZVPD basis set.

Summary:
HOMO energy (alpha / beta), hartree: -0.0992 / -0.3683
Frontier orbital gap (alpha / beta), Ha: 0.125 / 0.386
Expectation value of S²: 0.75
Multiplicity: 2

Each line ends with the Mulliken spin population.
Atoms and positions in Å:
C (-0.1358, 1.2205, -0.9054)  -0.025
N (0.0705, 1.4023, 0.5624)  0.364
C (0.5110, 2.7351, 0.9926)  0.058
C (-0.4446, -0.2117, -1.1873)  0.583
N (0.3047, -1.1225, -0.2453)  -0.495
C (1.1839, -2.0708, -0.9496)  0.490
H (-0.8989, 1.9188, -1.2628)  -0.074
H (0.8021, 1.5492, -1.3772)  -0.035
H (-0.8868, 1.3450, 0.9058)  -0.139
H (0.5566, 2.7428, 2.1194)  -0.041
H (1.5421, 2.8900, 0.6926)  -0.003
H (-0.2451, 3.5041, 0.8014)  0.008
H (-1.5404, -0.3178, -0.9952)  -0.222
H (-0.1544, -0.5541, -2.1792)  0.063
H (-0.4679, -1.5774, 0.2953)  0.067
H (0.8094, -0.5714, 0.5241)  0.132
H (1.3127, -2.9588, -0.3510)  -0.098
H (0.7907, -2.4291, -1.8906)  -0.047
H (2.1870, -1.7098, -1.0621)  -0.032
H (-2.5489, -1.7816, 1.7633)  -0.193
H (-1.1476, -2.2958, 2.2060)  -0.007
O (-1.6003, -1.7070, 1.5429)  0.648

Below is 8 unconnected molecules or ions with the total composition C25H41FIN14O10PS in a non-equilibrium geometry, with properties calculated with ωB97M-V with the def2-TZVPD basis set.

Summary:
HOMO energy, hartree: -0.2824
Frontier orbital gap, Ha: 0.257
SMILES string: C=Cc1cc(P(O)I)c2c(c1S)C(=O)c1c(cccc1[C@H](C)F)C2=O.NC(N)=O.NC(N)=O.NC(N)=O.NC(N)=O.NC(N)=O.NC(N)=O.NC(N)=O

Each line ends with the Löwdin charge.
Atoms and positions in Å:
C (2.7751, 2.4665, -3.9263)  0.030
C (1.5971, 2.6038, -3.2461)  -0.155
C (0.8380, 1.3952, -2.8387)  -0.236
C (1.3998, 0.5796, -1.8613)  -0.022
C (0.7757, -0.5763, -1.3987)  -0.343
P (1.6244, -1.6105, -0.1474)  0.558
O (2.8225, -0.6227, 0.3798)  -0.409
I (0.0608, -1.7582, 1.7366)  0.562
C (-0.4739, -0.9047, -1.9324)  -0.111
C (-1.0523, -0.1077, -2.9230)  -0.079
C (-0.4110, 1.0454, -3.3803)  -0.449
S (-1.1461, 2.1279, -4.5827)  0.857
C (-2.3950, -0.5630, -3.4446)  -0.275
O (-2.6652, -0.5484, -4.6191)  0.111
C (-3.3128, -1.0993, -2.3884)  -0.017
C (-2.7111, -1.8895, -1.4060)  -0.086
C (-3.4473, -2.4329, -0.3667)  -0.008
C (-4.8057, -2.1712, -0.2877)  -0.040
C (-5.4052, -1.3697, -1.2527)  -0.006
C (-4.6833, -0.8365, -2.3161)  -0.091
C (-5.4413, 0.0326, -3.2957)  -0.313
C (-5.5715, -0.5114, -4.7149)  -0.024
F (-4.8631, 1.3077, -3.2992)  -0.009
C (-1.2413, -2.1033, -1.4933)  -0.360
O (-0.7041, -3.1577, -1.2334)  0.056
H (3.7312, 2.7846, -3.5191)  0.031
H (2.7569, 1.9305, -4.8778)  0.064
H (1.1946, 3.5808, -2.9845)  0.108
H (2.3568, 0.8612, -1.4439)  0.108
H (2.4848, 0.2267, 0.7045)  0.061
H (-0.4527, 1.7343, -5.6589)  -0.104
H (-2.9754, -3.0351, 0.3981)  0.108
H (-5.3831, -2.5731, 0.5331)  0.109
H (-6.4626, -1.1499, -1.1552)  0.106
H (-6.4424, 0.1348, -2.8794)  0.108
H (-6.5845, -0.4033, -5.0969)  0.073
H (-4.9181, 0.0769, -5.3584)  0.078
H (-5.2081, -1.5344, -4.7865)  0.083
N (5.6014, 6.4539, -2.5548)  0.161
C (5.5152, 5.2422, -3.1612)  -0.661
N (6.6092, 4.9027, -3.9067)  0.158
O (4.5387, 4.5085, -3.0568)  -0.007
H (6.4046, 7.0534, -2.6468)  0.060
H (4.8201, 6.7467, -1.9998)  0.104
H (6.5958, 4.0175, -4.3753)  0.100
H (7.4037, 5.5093, -3.9996)  0.068
N (-2.1272, 1.3975, 5.9795)  0.146
C (-1.1896, 1.0428, 5.0465)  -0.689
N (-0.9186, -0.2938, 4.9864)  0.145
O (-0.6408, 1.8608, 4.3280)  0.012
H (-2.5832, 0.7379, 6.5807)  0.091
H (-2.3532, 2.3707, 6.0550)  0.098
H (-0.2345, -0.5940, 4.3179)  -0.018
H (-1.3596, -0.9824, 5.5715)  0.064
N (9.1702, 7.6375, -5.7239)  0.158
C (8.0382, 8.1564, -5.1662)  -0.660
N (7.3317, 9.0148, -5.9510)  0.162
O (7.6794, 7.8692, -4.0322)  0.002
H (9.4817, 7.8582, -6.6502)  0.096
H (9.7141, 7.0079, -5.1644)  0.105
H (6.4938, 9.4070, -5.5636)  0.110
H (7.6035, 9.2661, -6.8819)  0.097
N (-2.7983, -4.6353, 7.3787)  0.161
C (-1.6725, -3.9626, 7.0126)  -0.671
N (-0.6944, -4.7162, 6.4387)  0.164
O (-1.5525, -2.7548, 7.1907)  -0.006
H (-2.9214, -5.6209, 7.2483)  0.097
H (-3.5316, -4.1035, 7.8087)  0.107
H (0.1471, -4.2482, 6.1597)  0.102
H (-0.7732, -5.7036, 6.2881)  0.099
N (2.8378, -3.5844, 10.3268)  0.140
C (1.5064, -3.3179, 10.1334)  -0.686
N (1.1653, -2.9503, 8.8627)  0.156
O (0.6906, -3.4059, 11.0334)  0.022
H (3.5276, -3.5183, 9.6035)  0.088
H (3.1202, -3.8566, 11.2489)  0.098
H (0.1963, -2.7452, 8.6785)  0.072
H (1.8272, -2.8751, 8.1146)  0.091
N (4.4341, -2.9355, 1.6178)  0.155
C (4.8847, -4.2110, 1.7954)  -0.688
N (4.7318, -5.0328, 0.7102)  0.146
O (5.3834, -4.5968, 2.8395)  0.014
H (4.0208, -2.6059, 0.7666)  0.027
H (4.5241, -2.3032, 2.3900)  0.103
H (5.0499, -5.9782, 0.8032)  0.098
H (4.3198, -4.7357, -0.1538)  0.089
N (-10.5697, -1.3327, -3.2166)  0.152
C (-9.2261, -1.3429, -2.9707)  -0.670
N (-8.5410, -2.4027, -3.4979)  0.163
O (-8.6765, -0.4653, -2.3254)  0.020
H (-11.0426, -2.0411, -3.7439)  0.092
H (-11.0973, -0.5665, -2.8429)  0.104
H (-7.5513, -2.4390, -3.3362)  0.090
H (-8.9735, -3.1322, -4.0312)  0.095

Below is a molecular structure, C39H104CdF6N6O18S2 in a non-equilibrium geometry, with properties calculated with ωB97M-V with the def2-TZVPD basis set.

Summary:
HOMO energy, hartree: -0.2523
Frontier orbital gap, Ha: 0.231

Each line ends with the Löwdin charge.
Atoms and positions in Å:
Cd (12.3103, -10.3897, -26.2281)  1.340
C (13.7357, -6.1200, -27.9992)  -0.020
C (13.2128, -6.6823, -26.6068)  -0.481
C (13.2260, -5.4365, -25.6819)  -0.158
C (12.1062, -4.3888, -25.9162)  -0.178
C (10.6804, -5.0253, -25.8839)  -0.128
C (10.6108, -6.3629, -26.7231)  -0.401
N (11.8539, -7.2261, -26.6094)  -0.161
O (11.6939, -8.5172, -27.2678)  -0.353
C (10.3349, -6.0462, -28.2699)  -0.019
C (9.3151, -7.0809, -26.1379)  -0.042
C (14.2890, -7.6390, -25.9811)  -0.049
H (14.7569, -5.7695, -27.8497)  0.077
H (13.2137, -5.3228, -28.5284)  0.066
H (13.5613, -6.9076, -28.7323)  0.060
H (14.2025, -4.9578, -25.7554)  0.110
H (13.0833, -5.7587, -24.6505)  0.109
H (12.3210, -3.7484, -26.7717)  0.098
H (12.1412, -3.6309, -25.1336)  0.098
H (10.0411, -4.2353, -26.2780)  0.111
H (10.3790, -5.1378, -24.8424)  0.105
H (10.8784, -5.1662, -28.6139)  0.073
H (9.2643, -5.9172, -28.4290)  0.063
H (10.5172, -6.9360, -28.8724)  0.049
H (9.4199, -7.4145, -25.1056)  0.060
H (8.9263, -7.9015, -26.7409)  0.062
H (8.5473, -6.3142, -26.0338)  0.077
H (14.6599, -8.4527, -26.6043)  0.048
H (13.8716, -8.0630, -25.0678)  0.062
H (15.2412, -7.1812, -25.7133)  0.081
C (8.8228, -11.1236, -28.4800)  -0.504
F (7.7801, -12.0119, -28.3677)  0.104
F (8.6741, -10.3885, -29.6333)  0.104
F (8.8593, -10.3084, -27.4217)  0.119
S (10.6274, -11.9903, -28.4809)  0.791
O (10.4525, -13.3335, -29.0694)  -0.304
O (11.5076, -11.1258, -29.2477)  -0.313
N (11.1649, -11.8766, -26.7244)  -0.424
S (10.5556, -13.1869, -26.1968)  0.579
O (9.0850, -13.2425, -26.3117)  -0.299
O (11.3434, -14.3711, -26.6268)  -0.296
C (10.8403, -13.0886, -24.3051)  -0.568
F (10.2872, -14.2036, -23.8080)  0.143
F (12.1857, -13.0409, -24.1069)  0.082
F (10.2672, -11.9698, -23.7441)  0.084
C (12.7401, -13.8242, -20.7925)  -0.064
C (13.6058, -15.0335, -21.0898)  -0.447
C (13.0391, -15.8702, -22.3161)  -0.034
O (14.9146, -14.6617, -21.5088)  -0.058
H (11.8311, -14.0763, -20.2464)  0.082
H (12.3030, -13.2550, -21.6129)  0.056
H (13.2139, -13.0758, -20.1573)  0.075
H (13.6891, -15.6618, -20.2031)  0.128
H (13.6431, -16.7315, -22.6019)  0.076
H (12.9622, -15.2016, -23.1735)  0.046
H (12.0049, -16.1711, -22.1488)  0.074
H (15.1830, -13.9323, -20.9453)  0.075
C (4.8179, -9.4424, -28.7022)  -0.037
C (4.2885, -9.7459, -30.1380)  -0.488
C (5.3439, -10.5730, -30.9110)  -0.039
O (3.1138, -10.4664, -30.0467)  -0.032
H (4.2534, -8.6156, -28.2712)  0.073
H (5.8375, -9.0572, -28.6991)  0.059
H (4.8358, -10.3706, -28.1310)  0.069
H (4.1493, -8.7894, -30.6418)  0.119
H (5.0526, -10.6942, -31.9543)  0.079
H (5.5751, -11.5567, -30.5022)  0.063
H (6.2450, -9.9795, -31.0654)  0.056
H (2.4415, -9.8406, -29.7673)  0.094
C (15.6670, -16.0126, -28.4587)  -0.047
C (14.4832, -15.5261, -27.5816)  -0.466
C (14.4675, -16.1850, -26.1971)  -0.058
O (14.5852, -14.0942, -27.4559)  -0.075
H (16.5894, -15.5590, -28.0958)  0.081
H (15.5054, -15.8099, -29.5174)  0.070
H (15.7887, -17.0944, -28.4033)  0.071
H (13.5143, -15.7636, -28.0209)  0.119
H (13.5454, -15.8915, -25.6956)  0.055
H (15.2534, -15.8500, -25.5202)  0.083
H (14.5015, -17.2635, -26.3517)  0.077
H (14.4986, -13.7993, -28.3653)  0.064
C (8.0334, -15.9366, -28.3472)  -0.040
C (7.0816, -17.0685, -28.7509)  -0.460
C (7.6639, -18.4958, -28.5888)  -0.053
O (6.0058, -17.0544, -27.8218)  -0.076
H (7.9698, -15.7699, -27.2719)  0.085
H (7.6527, -15.0222, -28.8021)  0.061
H (9.0883, -16.0900, -28.5747)  0.066
H (6.6304, -16.9219, -29.7322)  0.125
H (7.9877, -18.6485, -27.5593)  0.074
H (8.4679, -18.6519, -29.3081)  0.069
H (6.8977, -19.2476, -28.7783)  0.075
H (5.5945, -16.1871, -27.8375)  0.021
O (13.8079, -10.8642, -27.5765)  -0.102
H (14.6873, -10.5136, -27.7181)  0.081
H (13.6540, -11.4368, -28.3279)  0.054
O (13.6877, -10.9687, -24.8940)  -0.106
H (14.3641, -11.5731, -25.1994)  0.079
H (13.9247, -10.7824, -23.9855)  0.091
O (9.6478, -9.6329, -22.1845)  -0.029
H (9.7546, -9.2852, -21.2990)  0.053
H (8.7048, -9.7694, -22.2765)  0.054
O (12.2028, -8.5400, -30.2704)  -0.066
H (11.9271, -8.0314, -29.5078)  -0.034
H (12.2386, -9.4435, -29.9562)  -0.025
O (10.9927, -9.7329, -24.7947)  -0.130
H (10.5840, -9.9734, -23.9633)  0.012
H (10.7974, -8.8015, -24.8976)  0.025
C (4.7406, -15.4349, -24.1963)  -0.052
C (5.2747, -14.1202, -24.6352)  -0.446
C (4.8496, -13.6774, -26.0471)  -0.124
O (5.1293, -14.5551, -27.2089)  -0.227
C (4.8519, -14.0673, -28.5195)  -0.086
N (4.9979, -13.0573, -23.6414)  0.035
H (4.8460, -15.5043, -23.1137)  0.075
H (5.1956, -16.2946, -24.6884)  0.086
H (3.6804, -15.4989, -24.4411)  0.087
H (6.3605, -14.0976, -24.7276)  0.127
H (5.2729, -12.7012, -26.2837)  0.108
H (3.7883, -13.4307, -26.0778)  0.123
H (3.7950, -13.9688, -28.7668)  0.098
H (5.2154, -14.7472, -29.2901)  0.083
H (5.4433, -13.1657, -28.6796)  0.066
H (5.4209, -13.3245, -22.7640)  0.061
H (5.6342, -12.3202, -23.9095)  0.058
C (11.0063, -22.6334, -26.5792)  -0.072
C (10.3979, -21.3629, -27.0954)  -0.455
C (11.2745, -20.0832, -26.8755)  -0.149
O (10.5752, -18.8468, -27.2551)  -0.196
C (11.1054, -17.6759, -26.7432)  -0.126
N (10.0925, -21.5701, -28.4932)  0.043
H (11.6981, -22.5216, -25.7443)  0.074
H (11.5399, -23.1250, -27.3927)  0.077
H (10.2148, -23.2666, -26.1783)  0.080
H (9.4572, -21.2221, -26.5632)  0.135
H (12.2348, -20.1987, -27.3782)  0.119
H (11.6121, -20.0862, -25.8391)  0.111
H (12.1408, -17.5235, -27.0477)  0.067
H (11.0539, -17.6268, -25.6555)  0.095
H (10.5621, -16.8280, -27.1605)  0.062
H (11.0160, -21.6624, -28.8914)  0.066
H (9.7581, -20.6876, -28.8532)  0.051
C (13.3945, -13.6318, -33.0309)  -0.077
C (12.2886, -13.1053, -32.1389)  -0.444
C (10.8332, -13.1518, -32.6910)  -0.177
O (9.9466, -12.3590, -31.9264)  -0.161
C (8.6606, -12.8858, -31.9587)  -0.141
N (12.4218, -13.9449, -31.0228)  0.035
H (13.2020, -14.5593, -33.5702)  0.078
H (14.3687, -13.7238, -32.5508)  0.075
H (13.5244, -12.9365, -33.8602)  0.071
H (12.4353, -12.0515, -31.9022)  0.140
H (10.5250, -14.1972, -32.7053)  0.125
H (10.8111, -12.7516, -33.7046)  0.127
H (8.1749, -12.9837, -32.9296)  0.085
H (7.9648, -12.2439, -31.4186)  0.069
H (8.4434, -13.9153, -31.6740)  0.088
H (11.6652, -13.7160, -30.3942)  0.012
H (12.1759, -14.8915, -31.2751)  0.087
C (4.5195, -6.3454, -32.9493)  -0.047
C (5.7996, -5.4790, -32.8333)  -0.451
C (7.0449, -6.3031, -32.5051)  -0.212
O (6.7991, -7.1233, -31.3849)  -0.190
C (8.0216, -7.6388, -30.8923)  -0.095
N (5.9993, -4.6954, -34.0267)  0.022
H (4.2837, -6.6962, -31.9446)  0.060
H (4.7501, -7.1292, -33.6708)  0.082
H (3.6622, -5.7899, -33.3296)  0.070
H (5.5963, -4.7572, -32.0423)  0.129
H (7.8783, -5.6100, -32.3906)  0.123
H (7.2878, -6.9717, -33.3310)  0.131
H (8.5952, -6.8012, -30.4953)  0.075
H (8.6492, -8.0485, -31.6837)  0.097
H (7.8325, -8.4556, -30.1957)  0.059
H (6.7350, -4.0317, -33.8307)  0.067
H (5.2459, -4.0315, -34.1354)  0.070